The molecule C22H29N3O5S. Source: OMol25; level of theory: the ωB97M-V functional and the def2-TZVPD basis.

## Properties
gap between HOMO and LUMO = 0.3011 Ha
SMILES = COCCCN(CC(=O)Nc1ccc(N2CCOCC2)cc1)S(=O)(=O)c1ccccc1
multiplicity = 1
largest force on an atom = 0.96 eV Å⁻¹
E_LUMO = 0.6 eV
E_tot = -1794.3567 hartree

Each line ends with the natural charge from an NBO analysis.
Atoms and positions in Å:
C1 -1.153 7.466 2.138  -0.244
O1 -0.959 6.077 2.070  -0.546
C2 -0.385 5.657 0.854  -0.056
C3 -0.160 4.150 0.917  -0.425
H1 0.152 3.793 -0.066  0.208
H2 -1.106 3.675 1.182  0.208
C4 0.904 3.807 1.962  -0.234
N1 1.038 2.372 2.130  -0.694
S1 2.621 1.809 2.371  2.308
O2 3.478 2.622 1.559  -0.940
O3 2.909 1.698 3.772  -0.934
C5 2.503 0.177 1.651  -0.265
C6 2.593 0.062 0.277  -0.221
C7 2.459 -1.186 -0.307  -0.197
C8 2.230 -2.297 0.490  -0.183
C9 2.152 -2.170 1.867  -0.206
C10 2.294 -0.924 2.457  -0.202
H3 2.246 -0.794 3.526  0.246
H4 1.976 -3.037 2.484  0.224
H5 2.112 -3.268 0.032  0.220
H6 2.525 -1.293 -1.379  0.223
H7 2.779 0.950 -0.307  0.237
C11 0.099 1.727 3.025  -0.349
H8 -0.747 2.391 3.218  0.239
H9 0.575 1.498 3.985  0.249
C12 -0.439 0.422 2.431  0.685
O4 -0.784 -0.508 3.127  -0.612
N2 -0.503 0.469 1.079  -0.619
C13 -0.745 -0.571 0.175  0.106
C14 -1.135 -1.844 0.570  -0.231
C15 -1.322 -2.839 -0.370  -0.216
C16 -1.127 -2.603 -1.732  0.150
C17 -0.743 -1.313 -2.116  -0.259
C18 -0.560 -0.318 -1.182  -0.168
H10 -0.253 0.668 -1.503  0.199
H11 -0.563 -1.092 -3.157  0.211
N3 -1.230 -3.604 -2.694  -0.443
C19 -2.010 -3.356 -3.892  -0.239
H12 -1.901 -2.321 -4.210  0.211
C20 -1.532 -4.294 -5.002  -0.073
O5 -1.654 -5.641 -4.611  -0.520
C21 -0.909 -5.882 -3.442  -0.070
C22 -1.357 -4.986 -2.281  -0.246
H13 -0.705 -5.173 -1.427  0.213
H14 -2.395 -5.238 -2.011  0.178
H15 -1.061 -6.934 -3.193  0.195
H16 0.160 -5.704 -3.638  0.164
H17 -2.145 -4.177 -5.897  0.195
H18 -0.482 -4.068 -5.244  0.164
H19 -3.078 -3.554 -3.700  0.179
H20 -1.641 -3.810 -0.025  0.209
H21 -1.292 -2.050 1.615  0.255
H22 -0.138 1.323 0.673  0.416
H23 0.650 4.298 2.908  0.201
H24 1.879 4.169 1.630  0.239
H25 0.572 6.176 0.687  0.164
H26 -1.058 5.906 0.017  0.170
H27 -1.829 7.812 1.347  0.165
H28 -1.597 7.671 3.110  0.197
H29 -0.202 8.005 2.049  0.166



A cluster of 2 separate species, C4H11N3O2 in total. Source: OMol25; level of theory: the ωB97M-V functional and the def2-TZVPD basis.

## Properties
gap between HOMO and LUMO (alpha / beta) = 0.3157 / 0.1536 Ha
multiplicity = 2
largest force on an atom = 5.74 eV Å⁻¹
net charge = +1
E_LUMO (alpha / beta) = -4.4 / -8.8 eV
E_tot = -473.4115 hartree

Each line ends with the natural charge from an NBO analysis.
Atoms and positions in Å:
C1 0.750 -0.390 -3.650  -0.465
C2 0.027 0.387 -1.400  0.541
N1 0.260 0.962 -0.274  -0.399
N2 0.896 0.395 -2.456  -0.309
N3 -0.918 -0.698 -1.368  -0.829
H1 0.853 1.797 -0.256  0.370
H2 -0.172 1.258 1.741  0.480
H3 1.821 0.797 -2.308  0.437
H4 -0.526 -1.628 -1.251  0.420
H5 -1.652 -0.481 -0.686  0.428
H6 -0.077 -1.145 -3.556  0.270
H7 1.694 -0.879 -3.835  0.253
H8 0.471 0.309 -4.469  0.278
C3 -0.001 -0.504 3.537  -0.757
C4 -1.197 0.352 3.167  0.785
O1 -0.947 1.219 2.174  -0.697
O2 -2.239 0.353 3.745  -0.531
H9 0.578 0.142 4.182  0.249
H10 0.685 -0.861 2.736  0.214
H11 -0.309 -1.386 4.227  0.261



The ion C16H35N2O2S with charge +1. Source: OMol25; level of theory: the ωB97M-V functional and the def2-TZVPD basis.

## Properties
gap between HOMO and LUMO = 0.3546 Ha
multiplicity = 1
largest force on an atom = 0.75 eV Å⁻¹
net charge = +1
E_LUMO = -2.3 eV
E_tot = -1288.5710 hartree

Each line ends with the natural charge from an NBO analysis.
Atoms and positions in Å:
C1 5.087 -1.273 3.332  -0.608
C2 4.989 -0.786 1.883  -0.440
C3 4.193 0.517 1.723  -0.218
N1 2.955 0.363 0.898  -0.791
S1 2.831 1.275 -0.456  1.116
C4 3.183 0.229 -1.867  -0.579
C5 4.652 -0.210 -1.892  -0.425
C6 4.817 -1.685 -2.246  -0.218
N2 4.149 -2.543 -1.265  -0.851
C7 1.066 1.542 -0.661  -0.563
C8 0.387 1.937 0.652  -0.407
C9 -0.971 2.591 0.388  -0.390
C10 -2.024 1.587 -0.072  -0.405
C11 -3.403 2.229 -0.313  -0.398
C12 -4.482 1.693 0.629  -0.391
C13 -4.892 0.258 0.279  -0.442
C14 -6.015 0.232 -0.749  -0.062
O1 -6.768 -0.992 -0.787  -0.518
C15 -6.091 -2.159 -0.680  0.804
C16 -6.946 -3.246 -0.100  -0.720
O2 -4.954 -2.289 -1.056  -0.603
H1 4.263 -1.938 3.589  0.214
H2 6.014 -1.817 3.498  0.228
H3 5.079 -0.438 4.034  0.209
H4 4.537 -1.559 1.258  0.227
H5 5.990 -0.640 1.475  0.218
H6 4.801 1.304 1.276  0.208
H7 3.867 0.885 2.695  0.212
H8 2.704 -0.608 0.738  0.407
H9 2.486 -0.612 -1.845  0.228
H10 2.915 0.844 -2.730  0.260
H11 5.189 0.389 -2.626  0.237
H12 5.126 -0.023 -0.926  0.216
H13 5.883 -1.905 -2.218  0.217
H14 4.486 -1.864 -3.276  0.181
H15 4.435 -3.507 -1.388  0.383
H16 3.146 -2.543 -1.409  0.346
H17 0.985 2.340 -1.403  0.253
H18 0.641 0.630 -1.081  0.238
H19 0.239 1.034 1.245  0.222
H20 1.038 2.592 1.235  0.222
H21 -0.869 3.384 -0.357  0.201
H22 -1.309 3.055 1.317  0.222
H23 -1.683 1.071 -0.975  0.193
H24 -2.120 0.817 0.701  0.203
H25 -3.320 3.312 -0.187  0.207
H26 -3.706 2.074 -1.351  0.207
H27 -4.108 1.736 1.655  0.204
H28 -5.348 2.359 0.592  0.209
H29 -5.193 -0.298 1.170  0.215
H30 -4.026 -0.252 -0.142  0.221
H31 -6.756 0.993 -0.510  0.192
H32 -5.634 0.444 -1.751  0.183
H33 -6.334 -4.114 0.120  0.237
H34 -7.702 -3.526 -0.836  0.248
H35 -7.479 -2.889 0.778  0.238



The molecule C4H6N2. Source: OMol25; level of theory: the ωB97M-V functional and the def2-TZVPD basis.

## Properties
gap between HOMO and LUMO = 0.3688 Ha
SMILES = Cc1ccn[nH]1
multiplicity = 1
largest force on an atom = 0.27 eV Å⁻¹
E_LUMO = 1.0 eV
E_tot = -265.5180 hartree

Each line ends with the natural charge from an NBO analysis.
Atoms and positions in Å:
C1 0.534 -0.930 1.377  -0.644
C2 0.072 -0.145 0.190  0.145
C3 -0.143 1.204 0.007  -0.356
C4 -0.560 1.326 -1.336  -0.053
N1 -0.604 0.153 -1.947  -0.270
N2 -0.215 -0.719 -1.005  -0.336
H1 0.056 -1.915 1.418  0.220
H2 1.619 -1.083 1.368  0.226
H3 0.281 -0.400 2.299  0.232
H4 -0.018 1.985 0.744  0.226
H5 -0.836 2.222 -1.878  0.207
H6 -0.186 -1.699 -1.235  0.403